Formula: C23H40Br2Cl18NO4S2
Source: the OMol25 dataset
Level of theory: ωB97M-V/def2-TZVPD

```
! RIJCOSX wB97M-V def2-TZVPD def2/J DEFGRID3
* xyz -1 1
Br -1.691 3.552 0.966
Br -2.506 2.551 -2.103
Cl 10.911 -7.379 1.109
Cl 1.039 3.103 -2.309
Cl -7.521 2.853 2.197
Cl -1.021 -6.088 -4.453
Cl 6.425 -2.863 -1.187
Cl -10.903 -0.317 1.131
Cl 4.147 1.406 0.039
Cl -2.981 -4.605 -2.065
Cl 1.215 3.974 2.629
Cl -9.830 -0.614 4.345
Cl 9.677 -2.052 -0.627
Cl -6.359 6.464 -2.466
Cl -4.229 2.209 2.747
Cl 1.158 5.968 -0.151
Cl -4.913 4.093 -0.473
Cl 3.229 2.238 -4.794
Cl 10.995 -3.998 1.418
Cl 7.419 2.187 0.595
S -3.860 -0.938 -0.084
S -1.562 -0.332 -1.434
O -3.746 -0.502 1.283
O -0.187 -0.715 -1.165
O -1.855 -0.271 -2.844
O -4.649 -0.080 -0.927
N -2.493 -1.424 -0.716
C 2.618 4.513 1.668
C -5.585 1.743 3.789
C -0.923 -4.404 -3.850
C -1.483 1.749 0.405
C -1.801 1.349 -0.827
C -1.262 -4.293 -2.389
C 6.769 0.630 0.007
C 1.390 1.458 -2.900
C 2.824 1.303 -3.319
C -6.714 4.713 -2.428
C 5.561 0.817 -0.872
C -6.593 4.131 -1.044
C 7.842 -3.441 -2.101
C -10.879 0.666 3.679
C -0.904 0.847 1.444
C 12.082 -6.421 2.053
C 9.048 -3.618 -1.217
C -4.708 -2.453 0.008
C 11.453 -5.193 2.657
C -11.793 0.145 2.601
C 2.419 5.897 1.100
C -5.193 -3.539 0.148
C -6.813 1.409 2.984
H 12.163 -4.708 3.325
H 1.175 0.772 -2.085
H 12.906 -6.159 1.393
H 2.791 3.775 0.890
H 3.027 0.257 -3.545
H -6.945 3.100 -1.053
H 0.101 -4.071 -4.014
H 9.851 -4.091 -1.779
H -10.238 1.462 3.306
H -1.587 -3.794 -4.456
H 2.144 6.601 1.882
H -12.352 -0.723 2.941
H 3.496 1.625 -2.530
H -1.064 -3.276 -2.047
H -5.774 2.553 4.491
H 8.034 -2.733 -2.902
H 7.567 -4.397 -2.543
H -6.589 0.681 2.208
H -5.275 0.862 4.350
H -0.676 -4.984 -1.789
H -7.734 4.592 -2.791
H 5.279 -0.137 -1.313
H 3.480 4.527 2.333
H 12.461 -7.068 2.842
H -11.471 1.055 4.506
H -1.660 0.541 2.163
H 7.564 0.147 -0.559
H 0.701 1.242 -3.713
H 3.346 6.233 0.638
H -7.586 1.002 3.632
H 5.760 1.523 -1.676
H -12.499 0.924 2.316
H -6.037 4.221 -3.122
H -7.186 4.692 -0.325
H -0.160 1.414 2.003
H 8.822 -4.235 -0.353
H -0.409 -0.008 1.001
H -5.789 -4.414 0.022
H 10.560 -5.444 3.225
H 6.541 0.014 0.872
*
```

Results
Kohn-Sham gap: 0.2798 Ha
LUMO level: 1.55 eV

Atom-resolved charges from Löwdin, all expressed in e: Br 0.683; Br 0.729; Cl 0.533; Cl 0.539; Cl 0.546; Cl 0.500; Cl 0.579; Cl 0.546; Cl 0.599; Cl 0.580; Cl 0.536; Cl 0.548; Cl 0.521; Cl 0.515; Cl 0.585; Cl 0.537; Cl 0.517; Cl 0.514; Cl 0.568; Cl 0.532; S 0.426; S 0.452; O -0.358; O -0.360; O -0.375; O -0.323; N -0.309; C -0.650; C -0.649; C -0.654; C -0.770; C -0.788; C -0.651; C -0.682; C -0.643; C -0.668; C -0.658; C -0.664; C -0.681; C -0.649; C -0.657; C -0.129; C -0.666; C -0.677; C -0.211; C -0.651; C -0.672; C -0.664; C 0.039; C -0.637; H 0.072; H 0.044; H 0.066; H 0.022; H 0.076; H 0.070; H 0.071; H 0.076; H 0.049; H 0.071; H 0.063; H 0.064; H -0.002; H 0.045; H 0.064; H 0.069; H 0.074; H 0.074; H 0.076; H 0.068; H 0.067; H 0.043; H 0.071; H 0.071; H 0.071; H 0.063; H 0.033; H 0.077; H 0.069; H 0.022; H 0.072; H 0.070; H 0.067; H 0.049; H 0.040; H 0.039; H 0.067; H 0.029; H 0.070; H 0.068